Entry 1:
C28H51N2ORuSi3 | ωB97M-V with the def2-TZVPD basis set

Results
- total charge = +3
- total energy (eV) = -61081.50455
- expectation value of S² = 6.030
- frontier orbital gap (alpha / beta) (eV) = 6.9 / 5.5
- 2S+1 = 5
- highest occupied orbital energy (alpha / beta) (eV) = -17.89 / -17.89

Element x y z (Å)
Ru (-0.512, -0.076, -0.060)
C (5.128, -4.628, 0.002)
C (3.644, -4.971, -0.015)
C (3.304, -5.805, 1.239)
C (3.345, -5.825, -1.264)
C (2.754, -3.754, -0.019)
C (3.212, -2.434, 0.058)
C (2.309, -1.386, 0.054)
N (0.991, -1.559, -0.040)
C (0.512, -2.824, -0.090)
C (1.368, -3.913, -0.078)
C (-0.947, -2.958, -0.195)
C (-1.636, -4.164, -0.119)
C (-3.023, -4.210, -0.282)
C (-3.649, -2.989, -0.559)
C (-2.915, -1.824, -0.592)
N (-1.598, -1.794, -0.388)
C (-3.844, -5.466, -0.125)
C (-4.792, -5.658, -1.316)
C (-2.989, -6.730, 0.004)
C (-4.666, -5.289, 1.170)
H (5.714, -5.543, 0.016)
H (5.399, -4.057, 0.888)
H (5.415, -4.072, -0.889)
H (3.943, -6.683, 1.269)
H (2.272, -6.143, 1.236)
H (3.478, -5.225, 2.143)
H (4.001, -6.691, -1.268)
H (3.531, -5.252, -2.170)
H (2.321, -6.184, -1.284)
H (4.266, -2.217, 0.119)
H (2.653, -0.359, 0.123)
H (0.953, -4.904, -0.129)
H (-1.092, -5.075, 0.061)
H (-4.709, -2.945, -0.742)
H (-3.411, -0.880, -0.794)
H (-4.243, -5.634, -2.255)
H (-5.574, -4.903, -1.354)
H (-5.284, -6.623, -1.228)
H (-2.378, -6.872, -0.884)
H (-3.638, -7.597, 0.090)
H (-2.360, -6.707, 0.892)
H (-5.320, -4.424, 1.112)
H (-4.014, -5.166, 2.032)
H (-5.281, -6.169, 1.325)
C (0.050, -0.548, 3.451)
O (0.033, 0.255, 2.282)
Si (0.619, 1.813, 2.082)
C (-0.384, 3.096, 3.070)
C (2.460, 1.867, 2.560)
C (0.252, 1.911, 0.151)
Si (-1.667, 2.252, -0.336)
C (-2.124, 4.087, -0.394)
C (-2.771, 1.339, 0.963)
C (-1.835, 1.315, -2.030)
Si (1.423, 2.972, -0.941)
C (0.834, 3.266, -2.728)
C (3.135, 2.116, -1.038)
C (1.518, 4.659, -0.024)
H (-0.609, -0.122, 4.209)
H (1.062, -0.615, 3.851)
H (-0.302, -1.548, 3.192)
H (-0.067, 3.072, 4.110)
H (-1.456, 2.926, 3.061)
H (-0.205, 4.105, 2.714)
H (2.537, 1.807, 3.644)
H (2.925, 2.803, 2.269)
H (3.055, 1.053, 2.154)
H (-1.945, 4.590, 0.550)
H (-3.183, 4.190, -0.615)
H (-1.587, 4.623, -1.167)
H (-2.928, 1.985, 1.824)
H (-2.372, 0.388, 1.362)
H (-3.756, 1.143, 0.544)
H (-1.664, 1.988, -2.867)
H (-2.838, 0.916, -2.162)
H (-1.103, 0.480, -2.164)
H (0.763, 2.348, -3.302)
H (1.561, 3.893, -3.237)
H (-0.114, 3.787, -2.789)
H (3.094, 1.197, -1.614)
H (3.566, 1.922, -0.063)
H (3.806, 2.793, -1.557)
H (0.591, 5.214, -0.111)
H (2.299, 5.246, -0.498)
H (1.768, 4.547, 1.024)

***

Entry 2:
C28H52AlOP2 | ωB97M-V with the def2-TZVPD basis set

Results
- total charge = +1
- total energy (eV) = -57090.15136
- frontier orbital gap (alpha / beta) (eV) = 6.6 / 6.0
- highest occupied orbital energy (alpha / beta) (eV) = -9.79 / -9.66

Element x y z (Å)
Al (0.558, -0.411, 0.127)
C (-0.537, 2.402, 2.424)
C (-1.832, 2.547, 1.865)
C (-1.717, 0.506, 2.913)
C (-0.478, 1.169, 3.104)
C (-2.571, 1.378, 2.175)
C (0.532, 3.420, 2.429)
H (0.527, 4.084, 1.556)
H (1.517, 2.948, 2.500)
H (0.421, 4.043, 3.327)
C (0.685, 0.706, 3.876)
H (1.635, 1.009, 3.423)
H (0.694, -0.376, 3.945)
H (0.669, 1.096, 4.905)
C (-2.076, -0.776, 3.544)
H (-2.374, -0.601, 4.589)
H (-1.230, -1.470, 3.560)
H (-2.905, -1.290, 3.053)
C (-4.016, 1.162, 1.964)
H (-4.596, 1.432, 2.860)
H (-4.263, 0.115, 1.756)
H (-4.408, 1.767, 1.145)
C (-2.385, 3.786, 1.292)
H (-2.757, 4.444, 2.088)
H (-3.231, 3.615, 0.616)
H (-1.625, 4.360, 0.763)
C (2.537, -0.005, -3.130)
C (2.407, 1.414, -2.705)
C (1.697, 2.379, -3.663)
C (0.319, 2.000, -4.241)
C (-0.487, 1.029, -3.451)
C (-0.498, -0.287, -3.707)
C (0.548, -1.017, -4.523)
C (2.019, -0.460, -4.431)
H (2.432, 2.411, -4.475)
H (0.499, 1.558, -5.223)
H (1.676, 3.380, -3.207)
H (2.117, 0.321, -5.194)
H (3.384, -0.594, -2.725)
H (3.298, 1.975, -2.338)
H (2.637, -1.311, -4.728)
H (0.512, -2.076, -4.208)
H (-1.350, -0.910, -3.398)
H (0.251, -1.011, -5.592)
H (-0.243, 2.935, -4.410)
H (-1.236, 1.465, -2.810)
P (1.835, 1.059, -1.089)
P (-1.758, -1.233, -0.372)
C (0.843, -1.558, -1.425)
C (-0.392, -2.375, -1.269)
H (1.824, -2.012, -1.416)
H (0.749, -0.842, -2.253)
H (-0.791, -2.570, -2.260)
H (-0.175, -3.264, -0.649)
C (-2.887, -2.521, 0.193)
H (-3.705, -2.014, 0.748)
H (-2.340, -3.234, 0.838)
H (-3.272, -3.019, -0.721)
C (-2.748, -0.157, -1.481)
H (-2.858, -0.599, -2.489)
H (-2.304, 0.857, -1.545)
H (-3.746, -0.063, -1.008)
C (3.456, 0.623, -0.279)
H (3.527, 1.313, 0.566)
H (4.290, 0.760, -0.985)
H (3.516, -0.417, 0.108)
C (0.568, 2.361, -0.878)
H (-0.151, 2.151, -0.070)
H (0.018, 2.532, -1.815)
H (1.218, 3.211, -0.672)
C (1.183, -2.622, 3.610)
C (1.183, -2.716, 2.107)
C (2.606, -2.971, 1.645)
C (0.269, -3.887, 1.801)
O (0.727, -1.489, 1.551)
H (1.576, -3.554, 4.012)
H (0.187, -2.505, 4.046)
H (1.822, -1.824, 3.985)
H (2.978, -3.903, 2.093)
H (2.669, -3.030, 0.555)
H (3.231, -2.127, 1.958)
H (-0.720, -3.761, 2.264)
H (0.097, -4.063, 0.742)
H (0.719, -4.797, 2.219)

***

Entry 3:
C28H52BClF2N3O8P | ωB97M-V with the def2-TZVPD basis set

Results
- total charge = 0
- total energy (eV) = -78653.97451
- frontier orbital gap (eV) = 5.9
- highest occupied orbital energy (eV) = -6.78

Element x y z (Å)
C (7.375, 0.690, 2.549)
C (6.013, 0.311, 1.952)
C (4.861, 0.568, 2.927)
C (3.514, 0.821, 2.262)
O (2.833, 1.781, 3.053)
C (1.479, 2.051, 2.770)
C (1.375, 3.557, 2.546)
C (2.114, 3.986, 1.285)
C (1.915, 5.457, 0.917)
O (2.887, 6.335, 1.458)
C (2.748, 6.584, 2.840)
O (1.023, 1.345, 1.661)
B (-0.402, 1.025, 1.843)
C (-0.478, -0.644, 1.528)
C (-1.684, -1.178, 0.890)
O (-1.868, -1.512, -0.238)
F (-2.730, -1.291, 1.759)
P (-1.689, 1.801, 0.512)
O (-0.685, 1.850, -0.824)
Cl (-1.795, 3.836, 0.973)
O (-0.728, 1.469, 3.206)
C (0.503, 1.585, 3.917)
C (0.282, 2.573, 5.061)
C (1.499, 3.092, 5.809)
C (1.345, 4.475, 6.407)
N (2.588, 2.482, 6.001)
C (0.777, 0.160, 4.436)
O (1.813, -0.418, 4.435)
N (-0.427, -0.524, 4.926)
C (-0.857, -0.231, 6.209)
O (-0.322, -0.466, 7.235)
F (-2.082, 0.373, 6.184)
H (8.176, 0.042, 2.192)
H (7.351, 0.602, 3.639)
H (7.632, 1.725, 2.319)
H (6.036, -0.743, 1.662)
H (5.830, 0.900, 1.048)
H (4.771, -0.253, 3.642)
H (5.096, 1.463, 3.514)
H (3.653, 1.193, 1.239)
H (2.935, -0.101, 2.194)
H (1.817, 4.055, 3.414)
H (0.326, 3.846, 2.496)
H (1.797, 3.367, 0.443)
H (3.189, 3.828, 1.424)
H (0.905, 5.790, 1.198)
H (2.001, 5.571, -0.165)
H (3.346, 5.882, 3.433)
H (1.704, 6.491, 3.160)
H (3.088, 7.603, 3.034)
H (0.355, -0.830, 0.849)
H (-0.308, -1.234, 2.434)
H (-1.148, 1.391, -1.529)
H (-0.413, 2.158, 5.799)
H (-0.240, 3.422, 4.618)
H (0.332, 4.861, 6.285)
H (2.063, 5.160, 5.954)
H (1.551, 4.418, 7.476)
H (2.620, 1.579, 5.533)
H (-1.191, -0.353, 4.276)
C (-4.771, -2.071, -2.593)
C (-3.313, -1.701, -2.843)
C (-2.925, -1.564, -4.316)
C (-3.302, -2.674, -5.288)
N (-2.590, -4.017, -5.213)
C (-1.203, -3.966, -5.807)
C (-0.292, -3.498, -4.685)
C (-0.919, -4.085, -3.407)
C (-2.344, -4.500, -3.795)
C (-3.432, -5.053, -5.928)
C (-3.631, -4.900, -7.430)
C (-4.612, -3.837, -7.931)
H (-5.069, -3.001, -3.091)
H (-4.936, -2.208, -1.526)
H (-5.446, -1.286, -2.938)
H (-2.657, -2.386, -2.318)
H (-3.119, -0.739, -2.369)
H (-1.866, -1.318, -4.404)
H (-3.444, -0.686, -4.716)
H (-3.108, -2.320, -6.297)
H (-4.366, -2.891, -5.211)
H (-0.962, -4.988, -6.103)
H (-1.205, -3.327, -6.686)
H (-0.259, -2.413, -4.639)
H (0.730, -3.834, -4.843)
H (-0.899, -3.370, -2.587)
H (-0.373, -4.964, -3.072)
H (-3.132, -4.126, -3.151)
H (-2.422, -5.584, -3.825)
H (-4.391, -5.081, -5.407)
H (-2.923, -5.998, -5.744)
H (-4.014, -5.874, -7.743)
H (-2.665, -4.797, -7.930)
H (-5.499, -3.779, -7.299)
H (-4.942, -4.096, -8.936)
H (-4.171, -2.844, -7.997)

***

Entry 4:
C28H52BF13N4O7P | ωB97M-V with the def2-TZVPD basis set

Results
- total charge = +1
- total energy (eV) = -95442.11631
- frontier orbital gap (eV) = 4.9
- highest occupied orbital energy (eV) = -10.23

Element x y z (Å)
C (-2.615, -1.998, 7.471)
C (-3.896, -2.142, 6.405)
N (-4.365, -0.730, 6.137)
C (-4.944, -0.548, 4.752)
N (-5.429, -1.771, 3.995)
C (-4.605, -2.078, 2.934)
C (-3.390, -0.930, 2.845)
P (-1.760, -1.867, 3.112)
N (-0.508, -0.892, 2.658)
C (-3.857, 0.297, 3.802)
C (-4.861, 1.196, 2.873)
C (-4.203, 2.528, 2.195)
C (-4.341, 2.578, 0.529)
F (-5.673, 2.041, 0.062)
F (-4.347, 4.017, 0.180)
C (-3.202, 1.673, -0.215)
F (-3.882, 0.379, -0.600)
F (-2.075, 1.246, 0.691)
C (-2.625, 2.295, -1.631)
F (-3.705, 2.942, -2.470)
F (-2.217, 1.089, -2.447)
C (-1.434, 3.403, -1.455)
F (-1.737, 4.511, -2.437)
F (-1.429, 4.088, -0.113)
C (0.077, 2.891, -1.813)
F (0.960, 4.113, -1.692)
F (0.250, 2.459, -3.250)
C (0.717, 1.786, -0.787)
F (2.188, 1.719, -1.127)
F (0.697, 2.219, 0.661)
F (0.212, 0.403, -0.950)
B (-2.867, 0.987, 4.900)
O (-1.615, 0.452, 5.464)
N (-3.297, 2.377, 5.432)
C (-2.022, 3.222, 5.242)
C (-3.492, 2.348, 6.934)
H (-2.550, -0.899, 7.890)
H (-1.627, -2.169, 6.826)
H (-2.729, -2.758, 8.356)
H (-3.461, -2.709, 5.479)
H (-4.740, -2.812, 6.876)
H (-5.105, -0.501, 6.852)
H (-5.974, 0.001, 5.001)
H (-6.268, -2.268, 4.367)
H (-4.725, -2.987, 2.207)
H (-3.378, -0.729, 1.670)
H (-1.750, -3.017, 2.210)
H (-1.572, -2.301, 4.475)
H (0.103, -0.801, 3.501)
H (-5.811, 1.567, 3.494)
H (-5.317, 0.467, 2.045)
H (-3.094, 2.756, 2.486)
H (-4.833, 3.472, 2.566)
H (-0.824, 0.625, 4.872)
H (-1.414, 2.829, 4.318)
H (-2.341, 4.330, 5.022)
H (-1.338, 3.176, 6.192)
H (-4.622, 2.038, 7.161)
H (-2.831, 1.555, 7.497)
H (-3.253, 3.391, 7.461)
C (2.221, -0.912, 1.238)
O (2.999, -1.783, 0.433)
C (3.214, -1.256, -0.878)
C (4.386, -1.971, -1.553)
O (5.660, -1.459, -1.141)
C (6.089, -1.854, 0.170)
C (6.558, -3.309, 0.226)
O (5.440, -4.188, 0.352)
C (5.779, -5.532, 0.050)
H (1.242, -0.736, 0.781)
H (2.076, -1.382, 2.214)
H (2.746, 0.036, 1.386)
H (3.419, -0.182, -0.826)
H (2.298, -1.426, -1.456)
H (4.329, -1.772, -2.629)
H (4.335, -3.055, -1.427)
H (5.322, -1.639, 0.917)
H (6.946, -1.211, 0.398)
H (7.195, -3.455, 1.105)
H (7.127, -3.548, -0.680)
H (6.101, -5.615, -0.993)
H (4.888, -6.150, 0.186)
H (6.566, -5.891, 0.720)
C (3.927, 0.659, -4.703)
O (3.235, 0.206, -5.854)
C (1.822, 0.389, -5.739)
C (1.161, 0.315, -7.118)
O (1.260, 1.546, -7.846)
C (2.549, 1.831, -8.406)
C (2.862, 0.976, -9.637)
O (3.342, -0.309, -9.241)
C (3.303, -1.245, -10.306)
H (3.588, 0.120, -3.812)
H (4.994, 0.471, -4.846)
H (3.782, 1.736, -4.572)
H (1.601, 1.357, -5.277)
H (1.435, -0.415, -5.104)
H (0.088, 0.152, -6.970)
H (1.533, -0.525, -7.708)
H (3.332, 1.763, -7.648)
H (2.501, 2.878, -8.723)
H (3.649, 1.458, -10.226)
H (1.960, 0.871, -10.251)
H (2.270, -1.406, -10.631)
H (3.702, -2.196, -9.942)
H (3.916, -0.900, -11.145)

***

Entry 5:
C28H52BrCl20F3NO4 | ωB97M-V with the def2-TZVPD basis set

Results
- total charge = -1
- total energy (eV) = -368203.88941
- frontier orbital gap (eV) = 6.0
- highest occupied orbital energy (eV) = -4.39

Element x y z (Å)
C (4.552, -1.523, 0.283)
C (4.210, -3.083, 0.069)
C (3.549, -3.459, -1.339)
C (2.285, -2.540, -1.761)
O (1.007, -3.159, -1.584)
C (0.544, -3.255, -0.246)
C (0.672, -1.955, 0.669)
O (-0.141, -0.806, 0.178)
C (0.392, 0.406, 0.670)
F (-0.588, 1.441, 0.496)
F (0.693, 0.365, 2.057)
F (1.549, 0.832, -0.070)
N (-0.946, -3.533, -0.380)
Br (-1.727, -4.034, 1.233)
C (1.117, -4.536, 0.588)
O (1.501, -4.460, 1.809)
O (1.263, -5.777, -0.037)
H (3.873, -1.159, 1.148)
H (4.428, -0.888, -0.655)
H (5.629, -1.442, 0.673)
H (5.226, -3.641, 0.109)
H (3.632, -3.435, 0.988)
H (3.294, -4.584, -1.414)
H (4.369, -3.295, -2.143)
H (2.371, -1.454, -1.364)
H (2.412, -2.408, -2.907)
H (0.401, -2.133, 1.777)
H (1.756, -1.547, 0.706)
H (-1.423, -2.752, -0.856)
Cl (3.291, 5.948, -0.711)
C (2.737, 4.715, 0.451)
C (3.836, 4.293, 1.403)
Cl (5.125, 3.376, 0.582)
H (2.349, 3.866, -0.116)
H (1.910, 5.157, 1.010)
H (3.427, 3.639, 2.176)
H (4.294, 5.154, 1.893)
Cl (2.136, -7.119, -4.019)
C (3.323, -8.340, -3.499)
C (3.935, -8.009, -2.153)
Cl (4.990, -6.576, -2.228)
H (4.085, -8.423, -4.277)
H (2.792, -9.293, -3.440)
H (4.556, -8.841, -1.813)
H (3.168, -7.825, -1.397)
Cl (2.469, 7.179, 2.893)
C (1.590, 6.602, 4.331)
C (0.992, 5.225, 4.121)
Cl (-0.340, 5.243, 2.939)
H (0.823, 7.340, 4.576)
H (2.309, 6.573, 5.151)
H (0.576, 4.855, 5.061)
H (1.741, 4.510, 3.776)
Cl (-1.952, 4.938, -4.208)
C (-2.019, 3.853, -2.796)
C (-0.726, 3.088, -2.601)
Cl (-0.454, 1.890, -3.890)
H (-2.869, 3.181, -2.926)
H (-2.214, 4.481, -1.924)
H (-0.760, 2.537, -1.659)
H (0.136, 3.757, -2.573)
Cl (-2.931, -2.161, -2.587)
C (-3.513, -3.844, -2.578)
C (-4.992, -3.936, -2.260)
Cl (-5.350, -3.483, -0.576)
H (-2.910, -4.405, -1.860)
H (-3.321, -4.251, -3.573)
H (-5.336, -4.965, -2.391)
H (-5.585, -3.295, -2.915)
Cl (-11.487, -3.691, 1.290)
C (-9.850, -3.931, 1.955)
C (-8.769, -3.626, 0.939)
Cl (-8.735, -4.815, -0.386)
H (-9.781, -4.958, 2.318)
H (-9.755, -3.260, 2.811)
H (-7.789, -3.659, 1.419)
H (-8.899, -2.635, 0.500)
Cl (5.893, -1.828, -3.039)
C (5.752, -0.552, -4.274)
C (4.309, -0.260, -4.633)
Cl (3.547, -1.612, -5.507)
H (6.328, -0.861, -5.148)
H (6.219, 0.344, -3.858)
H (4.259, 0.610, -5.291)
H (3.709, -0.050, -3.745)
Cl (-0.344, 8.014, -0.559)
C (-0.081, 9.761, -0.345)
C (0.670, 10.071, 0.933)
Cl (-0.303, 9.734, 2.386)
H (-1.053, 10.257, -0.371)
H (0.497, 10.102, -1.207)
H (0.927, 11.132, 0.965)
H (1.595, 9.495, 1.003)
Cl (7.380, -0.667, 2.231)
C (7.655, 1.079, 2.443)
C (8.413, 1.389, 3.718)
Cl (7.444, 1.057, 5.176)
H (6.685, 1.578, 2.421)
H (8.230, 1.415, 1.578)
H (8.673, 2.449, 3.745)
H (9.336, 0.810, 3.787)
Cl (-11.574, 0.193, 2.046)
C (-13.102, -0.671, 2.350)
C (-14.064, 0.146, 3.188)
Cl (-13.494, 0.348, 4.864)
H (-12.862, -1.623, 2.826)
H (-13.545, -0.880, 1.374)
H (-15.030, -0.361, 3.242)
H (-14.224, 1.139, 2.764)